Here is a structure of composition C40H78BFN4O13P3 in a non-equilibrium geometry from the Open Molecules 2025 dataset. Energies are from the ωB97M-V functional and the def2-TZVPD basis.

The geometry in XYZ format:
```
140
Properties=species:S:1:pos:R:3:forces:R:3
C 1.87886 -1.62876 0.06372 -0.1778 0.2980 -0.9393
C 2.42276 -1.48811 -1.34417 0.1959 -1.1710 0.3755
O 1.40752 -0.99681 -2.25662 0.2710 0.3780 -0.0211
P 1.12598 0.56232 -2.21601 -0.0547 0.0260 0.5769
O 1.84864 1.25075 -1.13086 0.2342 0.4034 0.0842
C -0.64579 0.67685 -1.91537 -0.0742 -0.5277 -1.3735
C -1.49780 1.64883 -2.75937 0.2030 -0.1713 0.8690
C -1.69499 3.04847 -2.14624 0.2878 -0.7455 -1.4431
C -0.31152 3.70841 -2.02457 -0.2087 0.0936 0.6943
C 0.34837 4.34569 -3.22814 0.5141 0.8255 -0.2133
C 0.23555 3.99128 -4.56917 -0.1111 -0.0885 -0.1610
C 0.92048 4.67065 -5.57608 0.4502 0.5626 0.4325
C 1.75702 5.74499 -5.26309 -0.5590 -0.5505 0.4080
C 1.87759 6.12312 -3.93023 -0.1445 -0.3269 -0.1067
C 1.19779 5.42919 -2.93431 -0.1477 -0.0260 -0.4021
C -2.60926 3.85304 -3.08894 -0.0703 0.4111 0.2637
C -2.52807 5.39138 -2.98735 -0.3243 0.6676 -0.6984
B -2.55569 6.02622 -4.45829 0.2497 0.0115 0.3709
O -1.61349 6.92272 -4.87676 -0.3989 0.2157 -0.0568
O -3.51964 5.63865 -5.33195 0.3531 -0.4495 -0.1412
O -3.94298 3.36016 -3.09868 0.3680 -0.5782 0.2845
C -4.62794 3.25910 -1.84458 -0.7692 0.1309 -0.4553
N -4.96810 4.53598 -1.27341 1.0144 0.1833 0.3803
C -5.98562 2.58495 -2.22059 -0.3729 0.3156 -0.1650
O -6.97664 3.55701 -2.41427 0.0223 -0.0294 -0.0377
C -7.44664 3.63407 -3.75164 -0.0851 0.4503 0.1685
C -3.83257 2.42123 -0.79433 0.5749 0.3375 0.5714
P -4.73200 2.86144 0.89005 -0.8309 -0.5825 0.3356
O -6.19163 2.84527 0.87330 -0.2472 0.2553 -0.2624
P -4.09008 0.59778 -0.88836 -1.1973 -1.3136 0.4528
O -5.19112 0.28446 0.01371 -0.1457 0.3233 0.2150
O -4.42877 0.10081 -2.36527 0.5646 0.5118 -0.1711
O -2.77588 -0.18958 -0.49356 0.0458 0.2480 -0.4171
N -2.39123 2.99068 -0.77789 -0.3413 0.5262 -0.3241
C -1.47329 2.60728 0.34820 1.4437 0.3553 1.3859
C -1.16163 3.75573 1.30046 -0.9798 -0.3757 -0.0699
F -1.98369 1.58212 1.06945 -0.6262 0.1312 -0.0605
O 1.41953 1.10757 -3.67350 -0.0293 0.0403 0.2028
C 2.76738 1.65819 -3.84064 -0.2749 0.1543 -0.8826
C 3.08258 1.77966 -5.32433 0.4867 -0.1229 0.2697
H 0.81734 -1.85119 -0.04007 -0.1238 -0.1214 0.0007
H 2.32541 -2.46063 0.59519 0.2637 0.0313 0.0822
H 1.94860 -0.69408 0.60622 0.5131 -0.5109 -0.2678
H 3.33325 -0.90394 -1.37903 -0.0086 0.4136 -0.1201
H 2.67676 -2.47611 -1.71036 -0.0596 -0.1142 -0.3373
H -0.72397 0.81113 -0.85191 0.0228 -0.2516 0.0188
H -1.02981 -0.32170 -2.09477 0.0344 -0.1285 -0.0959
H -2.43636 1.17456 -3.01671 -0.1687 0.0731 0.1185
H -0.99923 1.78045 -3.70920 0.1422 0.1850 -0.1691
H 0.39989 3.01075 -1.58387 0.0885 -0.1954 -0.0461
H -0.39521 4.49083 -1.27190 0.0604 0.2605 0.0062
H -0.40951 3.18234 -4.87311 0.0544 -0.1389 -0.0775
H 0.81899 4.38337 -6.60917 -0.1507 -0.1932 -0.1099
H 2.28987 6.28399 -6.02539 0.0613 0.0610 -0.2216
H 2.50267 6.96333 -3.67790 0.1120 0.1032 0.1602
H 1.31907 5.76091 -1.91401 -0.0171 -0.0378 0.2090
H -2.23278 3.58682 -4.06430 -0.0778 -0.0802 -0.3056
H -3.37656 5.85808 -2.49812 -0.0760 -0.2245 0.2572
H -1.63472 5.77828 -2.50998 0.1551 -0.2136 0.2491
H -1.19031 7.38120 -4.15031 0.4624 -0.0469 0.0189
H -3.25610 5.91945 -6.21620 -0.3638 0.1710 -0.1742
H -4.17347 5.00524 -0.84821 -0.0740 -0.0125 0.0100
H -5.26425 5.16010 -2.01072 -0.6205 -0.1137 -0.0211
H -5.85108 2.06300 -3.16465 0.1598 -0.2650 -0.0401
H -6.32764 1.89765 -1.45303 0.0553 -0.0524 0.2152
H -8.24311 4.36732 -3.75366 -0.1525 0.1332 0.0527
H -6.66140 3.99860 -4.41329 0.1184 -0.1854 -0.2293
H -7.87016 2.69305 -4.09298 0.1160 -0.2350 -0.0868
H -4.17610 4.13033 1.16375 0.4014 -0.1507 -0.0464
H -4.22441 1.96584 1.83546 0.4976 0.1690 -0.1409
H -4.39377 0.78139 -3.04985 -0.0795 -0.0920 -0.1542
H -2.86799 -1.11355 -0.76300 0.0698 -0.1861 0.0803
H -2.57898 3.98414 -0.61105 0.1161 0.0598 0.1077
H -0.51972 2.24854 -0.00839 -0.0634 0.1603 -0.6428
H -1.02090 4.70236 0.79166 0.2106 0.1337 -0.0376
H -1.99201 3.83983 1.99717 -0.0928 0.2213 0.1299
H -0.29056 3.47387 1.87424 0.3033 0.0864 0.0308
H 2.76905 2.63690 -3.38081 0.1016 0.1001 0.3226
H 3.49693 1.01702 -3.36764 -0.0025 -0.1949 0.3512
H 3.09877 2.81547 -5.63206 -0.2936 0.1816 -0.2247
H 2.42095 1.18663 -5.94257 -0.2620 0.0070 -0.0490
H 4.08609 1.40176 -5.49288 0.1663 -0.0847 -0.1011
C 1.66440 -7.74461 3.87236 0.2252 -0.0143 0.0421
C 1.62488 -6.53768 2.89437 -0.5432 -0.9835 0.8740
C 1.26995 -6.99212 1.47240 0.2032 0.1319 -0.4952
C 2.41867 -7.61049 0.67479 -0.0074 0.0035 0.1047
C 3.66989 -6.73885 0.75388 -0.4632 0.0351 -0.2455
C 4.07436 -6.43893 2.19481 1.1799 -0.7831 0.5689
N 2.93347 -5.81500 2.92964 -0.4455 -0.4653 -1.1054
O 2.78397 -4.58811 2.56841 2.7290 -4.7325 -2.9420
C 4.54519 -7.73836 2.87019 -0.1790 -0.1082 0.1255
C 5.27764 -5.50535 2.22370 -0.0735 0.4237 -0.0366
C 0.50749 -5.62380 3.38611 0.1010 0.3224 -0.1426
H 2.53595 -7.70536 4.52238 0.0133 0.0210 -0.0288
H 0.80167 -7.73987 4.53625 -0.1120 0.0382 -0.1280
H 1.67047 -8.70396 3.35391 0.0570 0.0215 -0.0109
H 0.89969 -6.12771 0.91097 0.0447 0.0823 0.0771
H 0.43921 -7.69759 1.53044 -0.0414 0.0345 0.1001
H 2.62938 -8.62413 1.02397 0.0462 0.0282 0.0480
H 2.11358 -7.71148 -0.36839 -0.0223 -0.0327 0.0117
H 4.50097 -7.22946 0.24413 0.0751 0.0111 0.0951
H 3.48870 -5.79984 0.21980 -0.0084 0.0607 0.1112
H 4.81759 -7.55946 3.91081 0.0010 0.0310 -0.0042
H 5.42892 -8.11190 2.35367 0.0375 0.1067 -0.0531
H 3.81288 -8.54044 2.84688 -0.0169 0.0476 0.0036
H 5.08927 -4.57154 1.69676 -0.0647 0.0075 0.0340
H 6.12405 -5.99298 1.74177 -0.0305 -0.0902 0.0080
H 5.56217 -5.26873 3.24971 -0.0252 0.0047 0.0115
H 0.73428 -5.21277 4.37096 -0.0007 -0.0114 0.0410
H -0.41105 -6.20434 3.46065 0.0290 -0.0661 0.0125
H 0.31851 -4.79735 2.70214 0.0881 -0.1348 0.0334
C 2.84366 0.09642 4.92658 -0.1179 0.0809 -0.1652
C 1.81191 -1.00845 5.28850 1.2315 0.7703 0.3394
C 2.26541 -2.37747 4.76037 -0.3653 -0.1148 -0.5825
C 2.02043 -2.62248 3.26957 -1.1167 3.2266 1.4819
C 0.59003 -2.25230 2.88650 0.3332 -0.1184 0.3766
C 0.23179 -0.82625 3.30060 0.0761 0.8396 -1.1544
N 0.46365 -0.63333 4.75922 -0.2237 -1.7760 0.1142
O -0.47197 -1.20565 5.43499 -0.2747 0.4912 0.1925
C 1.05838 0.16251 2.45671 -0.1564 0.3493 0.2545
C -1.22183 -0.52990 2.96078 -0.3203 -0.2036 0.3492
C 1.77571 -1.08118 6.81065 -0.4024 -0.0433 0.1831
H 2.35520 0.99482 4.55258 -0.0279 -0.0157 -0.0065
H 3.40477 0.41125 5.80449 0.0318 -0.1554 0.0687
H 3.56708 -0.23385 4.17950 -0.0516 -0.0092 -0.0461
H 1.74089 -3.15858 5.31865 -0.1266 0.0367 0.1140
H 3.32626 -2.50206 4.98409 0.0522 0.0663 0.0898
H 2.74222 -2.06837 2.66251 0.0307 0.0694 0.0515
H 2.19157 -3.67651 3.04519 -1.5549 2.2650 1.4867
H 0.45351 -2.36037 1.80739 -0.1613 0.0442 0.2464
H -0.10305 -2.95498 3.35881 -0.0841 0.2431 0.1548
H 0.84216 1.19375 2.74874 -0.0145 0.0122 0.0975
H 0.79612 0.04578 1.40226 -0.3875 0.2953 0.5372
H 2.13234 0.01523 2.52177 -0.0223 0.0067 0.0649
H -1.91307 -1.22690 3.43057 0.0894 0.0041 0.1208
H -1.35691 -0.61283 1.88374 0.0884 -0.0032 -0.0784
H -1.49919 0.48017 3.26432 -0.0046 0.0157 0.0643
H 1.39618 -0.15515 7.24471 -0.0033 0.0159 -0.0006
H 2.78925 -1.24119 7.17604 0.0764 0.0280 -0.0727
H 1.16385 -1.90599 7.16986 -0.0983 0.0706 -0.0528
```
Forces are in eV/Å.

For the HOMO energy (spin up / spin down), the calculation gives -0.3447 / -0.3640 hartree. The expectation value of S² is 2.008. Its net charge is +1. For the orbital gap (spin up / spin down), the calculation gives 7.0 / 7.5 eV. As for the spin multiplicity: 3.

Results of the Mulliken charge analysis, in e, for atoms 1 through 99:
1. C 0.1370
2. C -1.0657
3. O -0.4761
4. P 0.6315
5. O -0.7784
6. C 0.0191
7. C -1.9224
8. C 1.7027
9. C -1.1830
10. C -0.2720
11. C 0.5940
12. C -1.0954
13. C -0.6476
14. C -0.9565
15. C -0.5942
16. C -0.6297
17. C -1.6401
18. B 0.7393
19. O -0.5671
20. O -0.5003
21. O -0.5083
22. C 0.7138
23. N -0.3645
24. C -1.1461
25. O -0.4644
26. C -0.7322
27. C -0.8956
28. P 0.7168
29. O -0.6852
30. P 1.0219
31. O -0.7113
32. O -0.6486
33. O -0.1001
34. N 1.2908
35. C 0.1427
36. C -2.0248
37. F -0.2057
38. O -0.3792
39. C -0.0385
40. C -1.3751
41. H 0.3388
42. H 0.1466
43. H -0.0155
44. H 0.2808
45. H 0.4735
46. H -1.0524
47. H 1.0333
48. H 1.0130
49. H 0.4194
50. H 0.6871
51. H 0.7993
52. H 0.1080
53. H 0.5065
54. H 0.5157
55. H 0.4436
56. H 0.4274
57. H 1.0300
58. H 0.0448
59. H 0.2451
60. H 0.3260
61. H 0.2904
62. H 0.3150
63. H 0.4414
64. H 0.7591
65. H 0.2602
66. H 0.2907
67. H 0.2553
68. H 0.3206
69. H 0.0527
70. H 0.0357
71. H 0.4604
72. H 0.3933
73. H 0.9473
74. H 0.1941
75. H 0.3823
76. H 0.4755
77. H 0.4478
78. H 0.1536
79. H 0.5718
80. H 0.2856
81. H 0.2909
82. H 0.4021
83. C -1.8805
84. C 2.3285
85. C -1.4095
86. C -0.5155
87. C -1.0600
88. C 1.5207
89. N 0.1831
90. O 0.0821
91. C -1.7430
92. C -1.8932
93. C -2.2190
94. H 0.3268
95. H 0.5124
96. H 0.3426
97. H 0.3571
98. H 0.3696
99. H 0.3250